[1]
A molecular structure, C9H15Cl2O6PPmSc in a non-equilibrium geometry. Source: the Open Molecules 2025 dataset; level of theory: ωB97M-V/def2-TZVPD.

XYZ file:
```
35
Properties=species:S:1:pos:R:3:forces:R:3:lowdin_charge:R:1
Sc -0.91650 0.03417 -5.14778 -2.8 0.4 3.6 0.914
Pm 0.37797 -0.30946 -1.57833 0.2 -2.2 1.7 1.370
Cl -1.20970 -1.69196 -3.30217 0.3 0.9 -1.6 0.141
Cl -0.69140 1.81103 -3.29795 0.1 -1.5 -1.4 0.062
C 1.63383 1.98851 -0.96881 1.9 5.1 1.3 -0.047
C 0.32821 -1.59944 -5.94955 2.6 -6.5 -3.8 -0.003
C 0.38700 1.24663 -6.40703 3.6 4.7 -6.3 0.031
O 2.00018 3.04991 -0.70426 -1.5 -4.6 -1.1 0.196
O 0.68252 -2.56457 -6.49065 -1.7 5.2 3.0 0.290
O 0.85175 1.87546 -7.26886 -2.4 -3.4 4.9 0.298
C -1.43359 2.98563 2.07341 0.1 0.3 0.2 -0.021
C -0.91891 2.03622 1.02581 -0.6 0.2 0.4 -0.217
O -2.00781 0.97860 0.97505 0.4 -2.5 -1.8 -0.362
P -2.13079 -0.54872 0.48629 1.0 0.8 4.1 1.186
O -1.64289 -1.40512 1.74131 -1.1 1.1 -2.9 -0.289
C -1.38818 -0.92996 3.08674 -0.2 0.5 1.8 -0.202
C 0.06713 -0.96106 3.46119 0.6 -0.3 0.1 -0.039
O 0.09267 -2.09600 -0.42988 -0.1 2.3 -1.9 -0.494
C 1.20166 -2.44796 0.36638 0.7 -0.5 0.8 -0.311
C 2.31456 -1.40648 0.20402 -0.4 -0.1 0.1 -0.104
H -2.45093 3.30386 1.83703 0.1 0.0 -0.1 0.114
H -0.82137 3.88536 2.16279 0.1 -0.1 -0.1 0.117
H -1.44413 2.48541 3.04478 0.0 0.1 -0.1 0.100
H -0.87117 2.45804 0.01772 -0.2 0.1 0.1 0.091
H 0.04505 1.58024 1.29215 -0.3 -0.3 0.2 0.101
H -1.78597 0.08313 3.21221 -0.1 -0.3 -0.2 0.116
H -1.95095 -1.60818 3.72882 -0.1 0.0 -0.1 0.156
H 0.69335 -0.36832 2.78657 0.0 0.0 -0.1 0.067
H 0.19366 -0.52511 4.46028 -0.2 0.0 -0.2 0.122
H 0.47440 -1.97502 3.54152 -0.2 0.1 -0.1 0.102
H 0.87992 -2.51407 1.41661 0.1 0.1 -0.3 0.110
H 1.58429 -3.44925 0.10673 -0.3 0.3 -0.1 0.154
H 1.98623 -0.41919 0.58819 0.1 0.0 0.0 0.048
H 3.20253 -1.67311 0.77755 0.1 0.1 -0.1 0.131
H 2.66740 -1.30921 -0.84785 0.1 -0.1 0.1 0.073
```
Positions in Å, forces in eV/Å.

- frontier orbital gap (alpha / beta) (eV) = 5.66 / 5.72
- DFT total energy (eV) = -93405.9373
- E_HOMO (alpha / beta) (eV) = -22.49 / -22.55
- 2S+1 = 5
- net charge = +4
- ΔE to the lowest compared entry with this formula, charge and spin (kcal per mole) = 8.8


[2]
A molecular structure, C9H15Cl3N3O3RhTe4. Source: the Open Molecules 2025 dataset; level of theory: ωB97M-V/def2-TZVPD.

XYZ file:
```
38
Properties=species:S:1:pos:R:3:forces:R:3:lowdin_charge:R:1
Rh -0.82140 0.45409 1.50354 0.2 0.2 0.0 0.248
Te -2.72387 2.32456 1.33637 -0.2 0.0 0.0 0.249
Te -3.39402 -0.08448 2.29872 0.6 -0.2 0.4 0.196
Te -1.68420 -0.98632 4.37143 -0.7 -0.1 0.2 0.083
Te 0.38339 -1.58651 2.77920 -0.1 -0.1 -0.2 0.326
Cl 4.05612 0.64767 1.41994 0.1 0.0 0.0 0.609
C 3.14565 0.97759 -0.06972 0.0 0.0 0.0 -1.502
Cl 3.97512 0.26273 -1.45201 0.1 0.0 0.0 0.613
Cl 3.01804 2.72629 -0.31340 0.0 0.0 0.0 0.601
C 1.75550 0.29700 0.14164 -0.2 0.4 0.3 -0.854
O 1.63061 -0.86817 -0.16038 0.0 -0.4 -0.1 -0.036
O 0.92537 1.09247 0.70113 0.3 0.0 -0.2 -0.254
C 0.49826 -0.11801 -3.20125 0.2 0.0 0.1 -0.049
N -0.46424 0.12684 -2.13576 -0.1 -0.1 -0.2 -0.096
C -0.85665 1.51152 -1.89015 -0.1 0.0 0.0 -0.051
C -0.92163 -0.83964 -1.30653 0.1 0.0 0.1 -0.479
O -1.41582 -0.57194 -0.17568 -0.1 0.0 -0.1 -0.246
N -0.92320 -2.14015 -1.66039 0.3 -0.1 0.0 -0.104
C -0.87855 -2.66821 -3.01124 -0.2 0.0 0.0 -0.050
C -1.08271 -3.12067 -0.59003 0.0 0.0 0.0 -0.034
H 1.03602 0.80968 -3.38371 0.0 0.0 0.0 0.087
H 0.04772 -0.42860 -4.14292 0.0 0.0 0.0 0.079
H 1.23305 -0.85369 -2.87729 0.0 -0.1 0.0 0.083
H -0.18996 2.16050 -2.45173 0.0 0.0 0.0 0.088
H -0.77397 1.76640 -0.83738 0.0 0.0 -0.1 -0.007
H -1.88406 1.69596 -2.21342 0.0 0.0 0.0 0.093
H -1.35842 -1.99146 -3.71245 0.0 0.1 0.0 0.087
H -1.45313 -3.59376 -3.02379 0.0 0.0 0.0 0.091
H 0.13415 -2.89176 -3.34987 0.0 0.0 0.0 0.092
H -0.49818 -2.83191 0.27981 0.0 0.0 0.0 0.001
H -0.72130 -4.08068 -0.95385 0.0 0.0 0.0 0.092
H -2.12953 -3.21567 -0.29340 0.0 0.0 0.0 0.099
C 0.53677 2.94187 5.11258 0.0 0.0 0.0 -0.014
C 0.10425 2.14832 3.98094 -0.1 -0.4 -0.7 -0.205
N -0.24087 1.51005 3.09680 0.2 0.5 0.3 -0.119
H 0.36908 2.38316 6.03188 0.0 0.0 0.0 0.094
H -0.03088 3.87038 5.14092 0.0 0.0 0.0 0.095
H 1.59751 3.16455 5.01147 0.0 0.0 0.0 0.096
```
Positions in Å, forces in eV/Å.

- frontier orbital gap (eV) = 5.68
- DFT total energy (eV) = -89938.9378
- E_HOMO (eV) = -6.93
- 2S+1 = 1
- ΔE to the lowest compared entry with this formula, charge and spin (kcal per mole) = 12.7


[3]
A molecular structure, C9H15ClGdINO2PS in a non-equilibrium geometry. Source: the Open Molecules 2025 dataset; level of theory: ωB97M-V/def2-TZVPD.

XYZ file:
```
32
Properties=species:S:1:pos:R:3:forces:R:3:lowdin_charge:R:1
C 0.63291 0.70240 0.86172 0.2 0.1 0.6 -0.071
C 0.93466 0.97651 -0.60693 -1.3 1.8 -0.8 -0.518
H 1.15907 1.43990 1.50668 -0.3 -0.3 -0.4 0.134
H 1.00090 -0.29266 1.17227 -0.2 0.7 0.1 0.009
H -0.44868 0.81805 1.10916 0.6 0.1 -0.4 0.049
O 0.51931 1.94814 -1.23717 1.5 -2.2 1.4 0.056
I -1.24821 -1.12313 -2.35759 -0.8 -1.3 -0.2 0.676
Gd -1.60231 -1.70526 1.10388 0.7 -1.1 -2.6 1.244
P 2.00911 -0.33795 -1.39513 0.1 0.7 0.1 0.875
C 2.00314 -0.18523 -3.17414 -0.1 -0.6 -0.6 -0.191
C 3.65094 0.10135 -0.84898 0.5 0.1 0.0 -0.154
H 1.55828 -1.87280 0.45621 0.3 0.0 -0.2 0.011
H 2.24108 -2.66458 -0.97069 0.1 0.1 0.1 0.089
H 0.54158 -2.22563 -1.00061 0.9 0.2 0.3 -0.105
C 1.53629 -1.89482 -0.63722 0.0 -1.2 -0.5 -0.269
H 3.80598 -0.15027 0.20022 0.0 0.1 0.0 0.078
H 4.37360 -0.46672 -1.44320 0.0 0.0 0.1 0.081
H 2.93571 -0.59703 -3.58300 -0.1 0.0 0.2 0.082
H 1.95731 0.87320 -3.45005 -0.1 -0.1 0.2 0.088
H 3.82679 1.17462 -1.02893 -0.1 -0.4 0.1 0.093
H 1.15663 -0.72782 -3.62467 0.5 0.4 0.2 -0.010
C -1.85556 0.91535 -0.89047 -1.9 4.3 -0.4 -0.413
O -2.25790 1.91923 -1.31488 1.0 -3.2 1.0 0.069
Cl 0.01303 -2.41445 2.85419 0.2 0.0 0.0 -0.055
S -3.45856 0.92702 3.86876 -1.9 2.2 1.4 1.125
C -4.31250 1.54172 2.49237 -0.2 0.8 2.1 -0.239
C -3.92130 0.93787 1.32633 2.5 -2.9 -0.2 -0.062
N -2.95749 -0.06855 1.54954 -2.3 1.9 -2.2 -0.336
C -2.61845 -0.17064 2.87218 0.8 -0.8 0.5 -0.580
H -5.04917 2.33672 2.59209 0.2 -0.2 0.0 0.114
H -4.27837 1.13647 0.32106 0.0 0.0 0.2 0.143
H -1.84782 -0.85103 3.27704 -0.4 0.5 0.0 -0.014
```
Positions in Å, forces in eV/Å.

- frontier orbital gap (alpha / beta) (eV) = 6.19 / 3.64
- DFT total energy (eV) = -76720.9820
- E_HOMO (alpha / beta) (eV) = -13.30 / -14.39
- 2S+1 = 8
- net charge = +2
- ΔE to the lowest compared entry with this formula, charge and spin (kcal per mole) = 183.4


[4]
A gas-phase ion, C9H15N2O (charge +1) in a non-equilibrium geometry. Source: the Open Molecules 2025 dataset; level of theory: ωB97M-V/def2-TZVPD.

XYZ file:
```
27
Properties=species:S:1:pos:R:3:forces:R:3:lowdin_charge:R:1
C -1.55816 -1.46288 -1.08723 0.1 -1.8 -1.4 -0.069
C -2.23999 -0.65238 -0.34748 -1.0 2.0 0.4 -0.123
C 0.28242 0.80768 -0.58870 1.3 -1.0 0.8 -0.149
C 0.49205 1.90017 -1.33937 -1.6 -2.1 2.7 0.161
C 2.32951 -1.20696 0.80972 2.1 -1.2 -1.0 -0.270
C -0.10248 -1.76384 -0.77619 -0.5 -0.6 -0.9 -0.099
C -1.78088 0.24423 0.75427 0.3 -0.8 -0.3 -0.074
C 0.84891 -0.59666 -0.98525 0.1 1.2 -0.7 -0.232
C -0.16626 1.96906 1.54372 -1.5 1.3 2.5 -0.014
N 2.16723 -0.99153 -0.49220 -4.0 1.1 2.9 0.121
N -0.29967 0.71259 0.80086 -0.7 1.4 -2.4 -0.083
O 1.46143 -0.99589 1.64108 0.3 0.1 0.8 0.030
H -2.21068 -1.98473 -1.81253 1.2 0.0 0.1 0.131
H -3.30534 -0.42567 -0.49903 0.4 -0.7 -0.3 0.127
H 0.01325 2.82701 -1.21667 -0.2 1.1 0.4 0.075
H 1.12118 1.75049 -2.12889 1.2 -0.2 -2.3 0.059
H 3.34557 -1.69410 0.94494 -1.0 0.6 0.9 0.174
H -0.12330 -1.92959 0.28353 0.3 -0.6 0.6 0.103
H 0.32070 -2.68143 -1.28677 -0.7 1.1 0.5 0.158
H -2.59191 0.99581 0.63967 1.5 0.6 1.2 0.148
H -1.83553 -0.38986 1.61477 -0.6 0.3 1.2 0.137
H 1.03914 -0.40340 -2.00745 -0.1 -0.4 -1.4 0.134
H 0.75212 2.00370 2.16110 -0.6 -0.6 -0.1 0.119
H -0.08642 2.91517 1.01160 -0.4 -0.5 -0.8 0.089
H -1.13685 2.02417 2.16931 2.0 0.2 -0.5 0.134
H 2.87380 -1.00934 -1.10608 3.2 -0.3 -2.4 0.106
H 0.39015 0.03819 1.29925 -1.0 -0.3 -0.5 0.107
```
Positions in Å, forces in eV/Å.

- frontier orbital gap (eV) = 10.74
- DFT total energy (eV) = -14595.1274
- structure (SMILES) = C=C1[C@@H](NC=O)CC=CC[N@@H+]1C
- E_HOMO (eV) = -13.48
- 2S+1 = 1
- net charge = +1
- ΔE to the lowest compared entry with this formula, charge and spin (kcal per mole) = 65.4


[5]
A gas-phase ion, C9H15N2O2 (charge +1) in a non-equilibrium geometry. Source: the Open Molecules 2025 dataset; level of theory: ωB97M-V/def2-TZVPD.

XYZ file:
```
28
Properties=species:S:1:pos:R:3:forces:R:3:lowdin_charge:R:1
C -1.25927 -1.82721 -0.05086 -0.8 1.0 1.5 -0.281
C -1.05228 0.81520 -0.03709 -2.3 0.3 0.9 -0.414
C 2.58755 0.89682 0.48910 1.0 -0.5 4.5 -0.212
C 2.80626 0.73094 -0.90956 1.5 -2.8 -3.8 -0.166
C 1.67835 -0.22581 1.03568 3.3 -1.3 -3.2 -0.021
C 1.47921 0.14859 -1.44920 -0.5 0.8 0.7 -0.045
C -0.47225 -0.55878 -0.17998 -2.5 -1.8 -1.4 -0.212
C -2.01467 -2.63123 0.96599 0.1 0.3 -1.5 0.025
C -3.17521 1.94023 -0.02635 1.7 1.2 0.0 0.000
N -1.25301 -1.53825 -1.24777 1.5 1.1 0.2 0.325
N 0.94277 -0.65413 -0.23388 1.3 0.1 -1.0 -0.021
O -0.52129 1.77701 0.47338 0.5 -1.0 -0.6 0.124
O -2.37275 0.77588 -0.39079 0.9 -0.6 0.7 -0.056
H 3.55577 0.86275 1.06728 -0.9 0.2 -0.6 0.153
H 2.10309 1.79649 0.75232 -0.5 1.3 0.0 0.104
H 3.05858 1.72388 -1.39109 0.2 -1.6 0.1 0.157
H 3.57690 -0.19896 -1.04962 -1.1 2.7 -0.1 0.179
H 2.28373 -1.10627 1.35888 -0.8 0.7 0.0 0.155
H 1.01122 0.13313 1.70391 -2.1 0.8 2.3 0.091
H 0.77775 0.97420 -1.56878 0.0 -0.1 -0.1 0.124
H 1.35812 -0.52600 -2.31400 0.7 0.5 0.3 0.148
H -2.67394 -3.24885 0.31033 0.0 0.5 1.0 0.109
H -2.54749 -1.85550 1.60297 0.6 -1.5 -0.4 0.127
H -1.29826 -3.32269 1.42996 -0.5 0.4 0.6 0.093
H -2.36111 2.68479 0.16734 -1.3 0.0 0.0 0.088
H -3.76108 1.83165 0.94742 0.5 -0.3 -1.8 0.126
H -3.66200 2.21689 -0.98849 -0.3 -0.2 1.3 0.113
H 1.20531 -1.61477 -0.46712 -0.3 0.1 0.4 0.188
```
Positions in Å, forces in eV/Å.

- frontier orbital gap (eV) = 11.09
- DFT total energy (eV) = -16642.0220
- structure (SMILES) = COC(=O)[C@]1([NH+]2CCCC2)N=C1C
- E_HOMO (eV) = -14.21
- 2S+1 = 1
- net charge = +1
- ΔE to the lowest compared entry with this formula, charge and spin (kcal per mole) = 72.8


[6]
A gas-phase ion, C9H15N2S (charge +1) in a non-equilibrium geometry. Source: the Open Molecules 2025 dataset; level of theory: ωB97M-V/def2-TZVPD.

XYZ file:
```
27
Properties=species:S:1:pos:R:3:forces:R:3:lowdin_charge:R:1
C 1.76985 0.38521 1.77038 4.1 -2.3 0.1 -0.049
C 0.58962 1.06008 1.88072 -1.7 -1.4 -1.5 -0.050
C 2.12716 -0.57301 0.79393 -8.6 1.8 1.3 -0.030
C 0.43942 -0.79273 0.01360 0.5 -1.1 -1.5 -0.076
C -0.86434 -0.04971 0.12890 8.3 -1.1 2.4 -0.520
C 3.08926 0.24815 -1.03439 1.6 0.0 -1.3 -0.045
C -4.14602 0.84656 0.05033 1.9 1.6 0.7 -0.147
C 3.19071 -1.02025 -0.02341 1.1 0.1 -1.7 -0.157
C -3.35908 -0.09308 -0.80351 0.9 -0.7 -1.1 -0.483
N -0.48206 0.86587 1.11613 1.3 -1.0 0.3 0.046
N 0.50906 -1.68565 -1.02353 -1.8 2.2 -0.3 0.078
S -1.63581 0.38935 -1.29938 -2.1 0.3 -0.4 0.994
H 2.54651 0.68669 2.50021 -0.4 0.0 -0.6 0.136
H 0.47098 1.82645 2.58327 0.0 1.0 0.9 0.133
H 4.12287 0.55536 -1.36606 -0.9 -1.0 -0.2 0.101
H 2.79251 1.20440 -0.60255 -0.5 -0.5 0.4 0.074
H 2.38540 -0.01695 -1.87507 1.1 0.4 0.9 0.095
H -3.91886 1.94412 -0.14613 -0.3 -1.4 -0.1 0.107
H -5.16338 0.66521 -0.12381 -1.5 -0.1 -0.1 0.061
H -3.92412 0.68038 1.08471 -0.1 0.0 0.8 0.063
H 4.19924 -1.24340 0.39442 -0.8 0.8 0.1 0.143
H 2.94246 -1.91526 -0.62728 0.0 0.5 0.5 0.116
H -3.89140 -0.08358 -1.72275 -0.2 -0.4 -1.2 0.056
H -3.23450 -1.16339 -0.51777 -0.5 0.9 0.3 0.097
H -1.05161 1.59458 1.18687 -3.5 3.7 0.6 0.093
H -0.36881 -1.77634 -1.56461 0.8 0.1 0.4 0.092
H 0.86492 -2.53905 -0.77323 1.4 -2.5 0.4 0.073
```
Positions in Å, forces in eV/Å.

- frontier orbital gap (alpha / beta) (eV) = 7.55 / 7.55
- DFT total energy (eV) = -23380.7398
- E_HOMO (alpha / beta) (eV) = -11.98 / -11.98
- 2S+1 = 1
- net charge = +1
- ΔE to the lowest compared entry with this formula, charge and spin (kcal per mole) = 90.1